Entry 1:
36
Properties=species:S:1:pos:R:3 method="wB97M-V/def2-TZVPD" total_energy_ha=-4720.08021 e_lumo_ev="-5.7121 / -5.7190" spin_multiplicity=2 orbital_gap_ev="5.69 / 6.53" s_squared=0.753 total_charge=+1
C -0.37929 2.03127 -2.84063
C -0.58173 0.60665 -2.33798
Br -1.06547 -0.58756 -3.84509
C -1.64463 0.46817 -1.22722
C -1.29164 -0.49265 -0.07152
O -1.60413 -1.80841 -0.49314
P -0.36975 -2.75089 -1.14152
F -0.18147 -3.74874 0.11485
O 0.75166 -1.56661 -0.52197
C 0.19154 -0.66106 0.36195
P 0.21543 -1.57113 2.10694
N 1.40031 -2.52203 2.38191
C 1.10180 0.56926 0.50349
F 2.17681 0.18631 1.26407
F 1.61325 1.03274 -0.65332
C 0.44632 1.79575 1.22259
F -0.15088 2.60832 0.34714
F -0.50101 1.36391 2.10649
C 1.43581 2.62229 2.08907
F 0.81831 3.62665 2.66106
F 2.51208 3.01432 1.48031
F 1.82798 1.72194 3.09109
H 0.04832 2.03851 -3.84993
H 0.30293 2.56945 -2.17192
H -1.33922 2.56309 -2.88877
H 0.36244 0.15204 -2.04501
H -2.54107 -0.01458 -1.63982
H -1.96295 1.46595 -0.89528
H -1.91182 -0.23264 0.79909
H -0.51330 -1.92647 -2.56438
H -1.36004 -3.55467 -1.74993
H 0.74930 -3.23357 -1.88462
H -1.10904 -2.04713 2.16995
H 0.22698 -0.46711 3.03659
H 1.16218 -3.50550 2.45870
Ag 1.16399 0.25412 4.62676

Entry 2:
14
Properties=species:S:1:pos:R:3 method="wB97M-V/def2-TZVPD" total_energy_ha=-307.62315 e_lumo_ev=0.9145 spin_multiplicity=1 smiles=C[C@@H]1O[C@@H]1CO orbital_gap_ev=10.91 e_above_lowest_kj_mol=234.4
C 1.78240 0.89483 -0.14231
C 1.06459 -0.30523 0.48003
C -0.37139 -0.72359 0.30973
C -1.43416 -0.13013 -0.56165
H 1.14574 1.19563 -1.02107
H 1.83599 1.71951 0.61506
H 2.76601 0.49997 -0.48029
H 1.41717 -0.57156 1.44893
H -0.70596 -1.33630 1.11246
H -1.89414 -0.91844 -1.18440
H -1.00994 0.69177 -1.20918
H -2.91221 -0.09209 0.76196
O 0.68408 -1.39850 -0.37740
O -2.36818 0.47414 0.24813

Entry 3:
14
Properties=species:S:1:pos:R:3 method="wB97M-V/def2-TZVPD" total_energy_ha=-361.79608 e_lumo_ev=0.6754 spin_multiplicity=1 smiles="[H]/N=C(/C)OCC=O" orbital_gap_ev=10.85 e_above_lowest_kj_mol=222.6
C 1.24297 0.50313 -1.96624
C 0.32790 -0.07005 -0.91633
N -0.71223 -0.77375 -1.03717
O 0.79378 0.36171 0.35988
C 0.06453 -0.07643 1.49923
C -1.52775 -0.23579 1.46230
O -2.06679 -1.09155 2.12151
H 2.26912 0.26729 -1.67291
H 1.06883 0.16155 -2.99170
H 1.13585 1.59240 -1.93679
H -1.03894 -0.90167 -0.05993
H 0.46592 -1.02145 1.89697
H 0.11152 0.71446 2.25299
H -2.13469 0.57015 0.98820